Record 1
Density functional theory data (ωB97M-V with the def2-TZVPD basis set) for 2 unconnected molecules or ions with the total composition C4H11N3O2 in a non-equilibrium geometry.

Output
- Electronic energy: -12891.2008 eV
- Relative energy (zero: lowest compared OMol25 entry of this formula, charge and spin): 37.6 kcal per mole
- Charge: 0
- 2S+1: 1
- Frontier orbital gap: 0.3521 Ha
- SMILES: CN=C(N)N.CC(=O)O
- HOMO: -8.79 eV

CARTESIAN COORDINATES (ANGSTROEM)
C (-1.101, -1.702, 0.328)
N (-0.546, -0.474, 0.771)
C (-0.003, -0.121, 1.893)
N (0.190, -0.991, 3.032)
N (0.546, 1.170, 1.975)
H (-2.040, -2.079, 0.709)
H (-0.398, -2.537, 0.607)
H (-1.017, -1.778, -0.809)
H (-0.515, -1.708, 3.072)
H (0.727, -0.565, 3.790)
H (0.427, 1.830, 1.128)
H (1.061, 1.456, 2.718)
C (0.783, 0.982, -3.249)
C (0.121, 1.245, -1.927)
O (0.773, 1.779, -0.953)
O (-0.981, 0.499, -1.661)
H (1.317, 1.800, -3.694)
H (0.153, 0.609, -4.009)
H (1.463, 0.094, -3.154)
H (-0.961, 0.491, -0.565)

***

Record 2
Density functional theory data (ωB97M-V with the def2-TZVPD basis set) for a molecular structure, C30H53BrMnN4P2 in a non-equilibrium geometry.

Output
- Electronic energy: -157824.7496 eV
- Charge: +4
- 2S+1: 4
- Frontier orbital gap (spin up / spin down): 0.1895 / 0.1907 Ha
- HOMO (spin up / spin down): -19.77 / -19.84 eV

CARTESIAN COORDINATES (ANGSTROEM)
N (-5.729, -1.785, 3.604)
C (-5.255, -0.699, 4.205)
C (-5.109, 0.521, 3.535)
C (-5.426, 0.579, 2.159)
C (-5.931, -0.604, 1.542)
C (-6.092, -1.751, 2.330)
C (-5.083, 1.749, 1.376)
Mn (0.328, 0.966, -0.865)
P (3.262, 0.597, -2.021)
C (-4.867, 1.637, 0.021)
C (-3.710, 2.175, -0.602)
C (-3.373, 1.695, -1.902)
C (-2.042, 1.659, -2.262)
C (-1.161, 2.025, -1.251)
C (-1.468, 2.872, -0.183)
C (-2.799, 2.951, 0.175)
Br (1.142, 2.720, -2.246)
H (-4.960, 2.718, 1.887)
H (-5.496, 1.022, -0.621)
H (-4.676, 1.393, 4.017)
H (-6.142, -0.672, 0.474)
H (-4.967, -0.749, 5.251)
H (-6.511, -2.668, 1.900)
H (-4.138, 1.289, -2.569)
H (-3.111, 3.486, 1.080)
H (-1.677, 1.305, -3.232)
H (-0.662, 3.346, 0.380)
P (-0.421, -1.463, -0.811)
C (4.160, 2.239, -1.681)
C (5.410, 2.713, -2.382)
H (4.357, 2.201, -0.595)
H (3.372, 3.007, -1.840)
H (5.583, 3.743, -2.045)
H (6.297, 2.130, -2.115)
H (5.302, 2.777, -3.479)
C (2.801, 0.308, -3.805)
C (3.840, 0.600, -4.867)
H (1.887, 0.886, -3.993)
H (2.516, -0.755, -3.835)
H (3.341, 0.592, -5.846)
H (4.295, 1.586, -4.736)
H (4.631, -0.159, -4.889)
C (4.421, -0.814, -1.802)
C (5.909, -0.561, -1.993)
H (4.077, -1.563, -2.532)
H (4.236, -1.227, -0.800)
H (6.442, -1.520, -1.914)
H (6.124, -0.141, -2.986)
H (6.320, 0.110, -1.227)
C (0.397, -2.857, 0.121)
C (1.751, -3.315, -0.408)
H (-0.315, -3.699, 0.084)
H (0.466, -2.555, 1.179)
H (2.111, -4.135, 0.225)
H (1.677, -3.684, -1.441)
H (2.501, -2.517, -0.365)
C (-0.647, -2.322, -2.449)
C (-1.442, -1.542, -3.485)
H (-1.159, -3.274, -2.216)
H (0.368, -2.544, -2.822)
H (-1.272, -1.981, -4.473)
H (-2.516, -1.604, -3.291)
H (-1.150, -0.487, -3.547)
C (-2.138, -1.468, -0.066)
C (-2.263, -1.837, 1.416)
H (-2.740, -2.166, -0.674)
H (-2.550, -0.458, -0.230)
H (-3.315, -2.066, 1.650)
H (-1.666, -2.725, 1.674)
H (-1.949, -1.006, 2.067)
C (-1.336, 1.348, 3.742)
N (-0.133, 0.554, 3.496)
C (0.094, -0.523, 4.472)
C (0.495, 0.544, 2.278)
N (-0.141, 0.943, 1.156)
N (1.766, 0.126, 2.172)
C (2.641, -0.142, 3.301)
C (2.416, 0.030, 0.880)
H (-1.429, 1.446, 4.818)
H (-2.252, 0.862, 3.377)
H (-1.247, 2.362, 3.342)
H (0.134, -1.515, 3.989)
H (1.017, -0.352, 5.046)
H (-0.742, -0.504, 5.176)
H (-1.062, 1.274, 1.403)
H (2.606, -1.208, 3.575)
H (3.675, 0.089, 3.009)
H (2.374, 0.484, 4.159)
H (1.674, 0.155, 0.064)
H (3.210, 0.784, 0.782)
H (2.840, -0.979, 0.807)